One molecule with the formula C5H12O. Source: the Open Molecules 2025 dataset; level of theory: ωB97M-V with the def2-TZVPD basis set.

Properties
ΔE to the lowest compared entry with this formula, charge and spin (eV): 0.221
HOMO-LUMO gap (eV): 11.1
Max |F| (eV/A): 0.35
HOMO energy (eV): -10.128
Net charge: 0
LUMO level (eV): 1.01

Last columns: bonded neighbours and bond lengths (Å).
Cartesian coordinates (Å):
1 C -0.32 -1.86 0.58  C2 1.529, H7 1.097, H8 1.096, H9 1.096
2 C 0.33 -0.61 -0.01  C1 1.529, C3 1.530, C4 1.542, H10 1.100
3 C 0.05 -0.52 -1.51  C2 1.530, H11 1.098, H12 1.095, H13 1.097
4 C -0.17 0.65 0.73  C2 1.542, C5 1.540, O6 1.423, H14 1.096
5 C 0.72 1.89 0.51  C4 1.540, H15 1.092, H16 1.095, H17 1.096
6 O -1.53 0.93 0.42  C4 1.423, H18 0.966
7 H -0.02 -2.02 1.62  C1 1.097
8 H -1.41 -1.77 0.55  C1 1.096
9 H -0.03 -2.76 0.01  C1 1.096
10 H 1.41 -0.66 0.15  C2 1.100
11 H 0.41 0.42 -1.95  C3 1.098
12 H 0.53 -1.35 -2.05  C3 1.095
13 H -1.03 -0.60 -1.70  C3 1.097
14 H -0.19 0.41 1.80  C4 1.096
15 H 0.90 2.41 1.45  C5 1.092
16 H 0.23 2.61 -0.16  C5 1.095
17 H 1.70 1.64 0.08  C5 1.096
18 H -1.56 1.20 -0.51  O6 0.966

=====

A 4-piece molecular cluster, C3H13O5 overall at a distorted geometry. Source: the Open Molecules 2025 dataset; level of theory: ωB97M-V with the def2-TZVPD basis set.

Properties
ΔE to the lowest compared entry with this formula, charge and spin (eV): 1.461
HOMO-LUMO gap (eV): 8.6
Max |F| (eV/A): 4.04
HOMO energy (eV): -4.793
Net charge: -1
LUMO level (eV): 3.80

Last columns: bonded neighbours and bond lengths (Å).
Cartesian coordinates (Å):
1 C -0.40 -0.95 1.80  O2 1.363, C3 1.594, H6 1.187, H7 1.107
2 O 0.92 -0.64 1.68  C1 1.363, H19 1.131
3 C -1.27 0.29 1.30  C1 1.594, C4 1.542, H8 1.048, H9 1.038
4 C -1.57 0.19 -0.22  C3 1.542, O5 1.448, H10 1.104, H11 1.041
5 O -2.62 -0.80 -0.34  C4 1.448, H12 0.918
6 H -0.55 -1.87 1.06  C1 1.187
7 H -0.55 -1.14 2.88  C1 1.107
8 H -0.68 1.15 1.36  C3 1.048
9 H -2.11 0.36 1.90  C3 1.038
10 H -1.98 1.09 -0.70  C4 1.104
11 H -0.73 -0.16 -0.73  C4 1.041
12 H -2.17 -1.59 -0.20  O5 0.918
13 H 1.90 -0.75 -0.91  O15 1.010
14 H 2.07 -0.63 -2.27  O15 0.938
15 O 2.32 -1.29 -1.66  H13 1.010, H14 0.938
16 H 1.10 0.70 -1.55  O18 0.995
17 H 1.10 1.95 -2.43  O18 0.924
18 O 0.85 1.06 -2.44  H16 0.995, H17 0.924
19 H 1.19 0.29 1.09  O2 1.131
20 H 1.97 1.57 0.34  O21 0.901
21 O 1.22 1.17 0.05  H20 0.901

=====

One molecule with the formula C12H23N3O2S. Source: the Open Molecules 2025 dataset; level of theory: ωB97M-V with the def2-TZVPD basis set.

Properties
ΔE to the lowest compared entry with this formula, charge and spin (eV): 1.610
HOMO-LUMO gap (eV): 8.6
Max |F| (eV/A): 0.77
HOMO energy (eV): -8.005
Net charge: 0
LUMO level (eV): 0.60

Last columns: bonded neighbours and bond lengths (Å).
Cartesian coordinates (Å):
1 S 1.27 -0.94 -2.11  C2 1.659
2 C 0.47 0.51 -2.10  S1 1.659, N3 1.365, N17 1.349
3 N 1.12 1.69 -2.28  C2 1.365, C4 1.451, C11 1.452
4 C 0.70 2.95 -1.70  N3 1.451, H5 1.089, C6 1.538, H16 1.095
5 H -0.37 2.97 -1.49  C4 1.089
6 C 1.48 3.19 -0.39  C4 1.538, H7 1.092, O8 1.404, H15 1.103
7 H 1.23 4.17 0.03  C6 1.092
8 O 2.86 3.18 -0.61  C6 1.404, C9 1.414
9 C 3.29 1.96 -1.18  O8 1.414, H10 1.090, C11 1.530, H14 1.100
10 H 4.36 2.05 -1.33  C9 1.090
11 C 2.56 1.69 -2.50  N3 1.452, C9 1.530, H12 1.090, H13 1.094
12 H 2.86 0.73 -2.90  C11 1.090
13 H 2.79 2.49 -3.21  C11 1.094
14 H 3.09 1.13 -0.48  C9 1.100
15 H 1.20 2.40 0.33  C6 1.103
16 H 0.94 3.75 -2.41  C4 1.095
17 N -0.88 0.56 -1.98  C2 1.349, H18 1.008, C19 1.442
18 H -1.34 1.45 -2.11  N17 1.008
19 C -1.74 -0.56 -1.70  N17 1.442, H20 1.091, C21 1.529, H41 1.095
20 H -1.12 -1.45 -1.62  C19 1.091
21 C -2.49 -0.35 -0.38  C19 1.529, H22 1.089, H23 1.093, C24 1.534
22 H -3.28 -1.10 -0.31  C21 1.089
23 H -2.95 0.64 -0.37  C21 1.093
24 C -1.54 -0.50 0.82  C21 1.534, N25 1.452, H39 1.093, H40 1.099
25 N -1.18 -1.90 0.96  C24 1.452, C26 1.452, C30 1.452
26 C -1.99 -2.63 1.92  N25 1.452, C27 1.536, H37 1.091, H38 1.094
27 C -1.55 -2.37 3.37  C26 1.536, O28 1.411, H35 1.091, H36 1.103
28 O -0.18 -2.65 3.56  C27 1.411, C29 1.414
29 C 0.62 -1.90 2.67  O28 1.414, C30 1.532, H33 1.091, H34 1.103
30 C 0.23 -2.18 1.21  N25 1.452, C29 1.532, H31 1.090, H32 1.094
31 H 0.84 -1.59 0.52  C30 1.090
32 H 0.39 -3.24 1.00  C30 1.094
33 H 1.65 -2.20 2.86  C29 1.091
34 H 0.51 -0.82 2.89  C29 1.103
35 H -2.09 -3.03 4.06  C27 1.091
36 H -1.75 -1.33 3.64  C27 1.103
37 H -3.04 -2.37 1.80  C26 1.091
38 H -1.87 -3.70 1.70  C26 1.094
39 H -0.64 0.09 0.63  C24 1.093
40 H -2.03 -0.10 1.71  C24 1.099
41 H -2.45 -0.68 -2.52  C19 1.095

=====

An isolated ion of composition C27H50BFN2O10PS and charge +1 at a distorted geometry. Source: the Open Molecules 2025 dataset; level of theory: ωB97M-V with the def2-TZVPD basis set.

Properties
HOMO-LUMO gap (eV): 9.0
Max |F| (eV/A): 6.63
HOMO energy (eV): -12.133
Net charge: +1
LUMO level (eV): -3.12

Last columns: bonded neighbours and bond lengths (Å).
Cartesian coordinates (Å):
1 C -5.66 -2.69 1.29  C2 1.620, H44 1.140, H45 1.143, H46 1.159
2 C -5.75 -1.95 -0.15  C1 1.620, O3 1.460, H47 1.156, H48 1.157
3 O -5.39 -0.54 -0.10  C2 1.460, B4 1.435
4 B -4.42 -0.30 -1.14  O3 1.435, O5 1.464, C6 1.635
5 O -4.97 0.02 -2.45  B4 1.464, H49 0.991
6 C -2.80 -0.43 -1.02  B4 1.635, C7 1.615, N37 1.503, H50 1.165
7 C -1.98 0.77 -1.72  C6 1.615, O8 1.458, O11 1.439, H51 1.159
8 O -2.81 1.96 -1.92  C7 1.458, C9 1.451
9 C -2.33 2.61 -3.12  O8 1.451, C10 1.614, H52 1.154, H53 1.149
10 C -3.02 2.07 -4.48  C9 1.614, H54 1.142, H55 1.159, H56 1.156
11 O -0.81 1.22 -1.02  C7 1.439, C12 1.448
12 C 0.01 0.16 -0.49  O11 1.448, C13 1.634, C21 1.631, C32 1.605
13 C 0.91 -0.37 -1.75  C12 1.634, C14 1.607, H57 1.155, H58 1.153
14 C 1.90 -1.58 -1.38  C13 1.607, C15 1.636, H59 1.140, H60 1.147
15 C 1.66 -2.73 -2.52  C14 1.636, C16 1.601, H61 1.158, H62 1.153
16 C 2.01 -2.23 -4.00  C15 1.601, S17 1.850, H63 1.141, H64 1.158
17 S 3.74 -1.59 -4.22  C16 1.850, O18 1.519, O19 1.504, O20 1.676
18 O 3.96 -1.44 -5.71  S17 1.519
19 O 3.92 -0.24 -3.59  S17 1.504
20 O 4.81 -2.76 -3.68  S17 1.676, H65 0.996
21 C 1.08 0.89 0.50  C12 1.631, C22 1.604, H66 1.158, H67 1.139
22 C 1.64 2.28 -0.09  C21 1.604, C23 1.605, H68 1.146, H69 1.156
23 C 3.21 2.52 0.11  C22 1.605, P24 1.882, H70 1.155, H71 1.156
24 P 3.84 2.22 1.86  C23 1.882, O25 1.536, O26 1.702, O29 1.730
25 O 2.74 1.98 2.91  P24 1.536
26 O 5.02 1.01 1.98  P24 1.702, C27 1.449
27 C 4.64 -0.22 1.32  O26 1.449, C28 1.603, H72 1.157, H73 1.142
28 C 3.95 -1.30 2.28  C27 1.603, H74 1.155, H75 1.142, H76 1.160
29 O 4.63 3.69 2.34  P24 1.730, C30 1.464
30 C 3.70 4.56 3.06  O29 1.464, C31 1.634, H77 1.146, H78 1.157
31 C 4.20 6.09 2.78  C30 1.634, H79 1.142, H80 1.151, H81 1.139
32 C -0.78 -1.03 0.25  C12 1.605, C33 1.628, N37 1.512, H82 1.161
33 C -0.12 -1.49 1.67  C32 1.628, C34 1.633, H83 1.156, H84 1.149
34 C -0.64 -2.97 2.12  C33 1.633, C35 1.629, H85 1.140, H86 1.148
35 C 0.29 -4.06 1.35  C34 1.629, F36 1.471, H87 1.142, H88 1.139
36 F -0.44 -4.41 0.12  C35 1.471
37 N -2.28 -0.86 0.33  C6 1.503, C32 1.512, C38 1.516, H89 1.045
38 C -2.73 0.00 1.50  N37 1.516, C39 1.545, N43 1.404
39 C -3.21 -0.82 2.72  C38 1.545, C40 1.576, H90 1.151
40 C -3.69 0.02 3.96  C39 1.576, C41 1.557, H91 1.135
41 C -3.58 1.54 3.68  C40 1.557, C42 1.535, H92 1.150
42 C -3.12 2.19 2.37  C41 1.535, N43 1.413, H93 1.150
43 N -2.69 1.38 1.29  C38 1.404, C42 1.413
44 H -6.32 -3.61 1.37  C1 1.140
45 H -5.93 -1.97 2.14  C1 1.143
46 H -4.57 -3.07 1.37  C1 1.159
47 H -5.08 -2.56 -0.87  C2 1.156
48 H -6.85 -2.09 -0.50  C2 1.157
49 H -5.32 -0.84 -2.81  O5 0.991
50 H -2.56 -1.34 -1.70  C6 1.165
51 H -1.63 0.44 -2.77  C7 1.159
52 H -2.58 3.73 -3.06  C9 1.154
53 H -1.20 2.53 -3.28  C9 1.149
54 H -3.58 1.08 -4.37  C10 1.142
55 H -2.20 1.89 -5.28  C10 1.159
56 H -3.73 2.85 -4.97  C10 1.156
57 H 0.22 -0.67 -2.62  C13 1.155
58 H 1.55 0.49 -2.16  C13 1.153
59 H 1.69 -2.09 -0.38  C14 1.140
60 H 2.98 -1.19 -1.40  C14 1.147
61 H 0.55 -3.04 -2.41  C15 1.158
62 H 2.28 -3.64 -2.17  C15 1.153
63 H 1.23 -1.50 -4.38  C16 1.141
64 H 1.93 -3.16 -4.68  C16 1.158
65 H 5.60 -2.28 -3.33  O20 0.996
66 H 0.46 1.17 1.43  C21 1.158
67 H 1.92 0.20 0.84  C21 1.139
68 H 1.42 2.45 -1.21  C22 1.146
69 H 1.10 3.13 0.46  C22 1.156
70 H 3.76 1.81 -0.62  C23 1.155
71 H 3.42 3.62 -0.16  C23 1.156
72 H 5.62 -0.70 0.94  C27 1.157
73 H 3.98 -0.09 0.40  C27 1.142
74 H 4.71 -1.81 2.98  C28 1.155
75 H 3.05 -0.92 2.87  C28 1.142
76 H 3.55 -2.14 1.58  C28 1.160
77 H 3.68 4.35 4.18  C30 1.146
78 H 2.63 4.52 2.61  C30 1.157
79 H 4.67 6.07 1.74  C31 1.142
80 H 3.24 6.72 2.74  C31 1.151
81 H 4.90 6.44 3.60  C31 1.139
82 H -0.63 -1.97 -0.42  C32 1.161
83 H 1.03 -1.60 1.59  C33 1.156
84 H -0.28 -0.70 2.49  C33 1.149
85 H -1.70 -3.19 1.79  C34 1.140
86 H -0.46 -3.16 3.24  C34 1.148
87 H 0.39 -5.04 1.93  C35 1.142
88 H 1.31 -3.65 1.05  C35 1.139
89 H -2.64 -1.83 0.46  N37 1.045
90 H -3.22 -1.97 2.76  C39 1.151
91 H -4.05 -0.44 4.93  C40 1.135
92 H -3.88 2.25 4.54  C41 1.150
93 H -3.06 3.33 2.24  C42 1.150